# 1
# CH3NOS

A single CH3NOS molecule at a distorted geometry (the ωB97M-V functional and the def2-TZVPD basis, the Open Molecules 2025 dataset).

```
7
Properties=species:S:1:pos:R:3:nbo_charge:R:1
C -1.5416 -0.2697 -0.1834 0.01
N 0.8015 0.7021 -0.1363 -0.29
O -0.2277 -0.2237 -0.1249 -0.30
S 2.3365 -0.1222 -0.0790 0.13
H -2.0970 0.4829 -0.5616 0.15
H -2.0799 -1.2198 0.1519 0.18
H 2.8082 0.6505 0.9333 0.12
```

As for the charge: 0. The calculation puts the orbital gap (spin up / spin down) at 7.695 / 8.695 eV. The lowest unoccupied orbital energy (spin up / spin down) is -0.28 / 0.15 eV. As for the molecular weight: 77.108 g mol⁻¹. For the largest force on an atom, the calculation gives 3.3 eV Å⁻¹. For the total energy, the calculation gives -567.88058 Ha.

=====

# 2
# C11H19GdO2

A molecular structure, C11H19GdO2 at a distorted geometry (the ωB97M-V functional and the def2-TZVPD basis, the Open Molecules 2025 dataset).

```
33
Properties=species:S:1:pos:R:3:lowdin_spin:R:1
C -2.5503 1.3102 -1.0846 -0.02
C -1.5948 2.3170 -1.0576 -0.04
H -3.1651 1.0595 -0.2097 0.00
H -2.9341 0.8722 -2.0239 0.00
H -1.2041 2.7956 -1.9692 0.00
H -1.3845 2.8915 -0.1401 0.00
Gd -0.4002 0.1585 -0.8772 7.28
C 0.0800 -1.6645 -2.5016 -0.03
C -0.0294 -0.4712 -3.3033 -0.13
C 1.8883 -0.2795 -2.0174 -0.02
C 1.2909 -1.5481 -1.7253 -0.01
H -0.8026 -0.2772 -4.0498 0.00
H 1.3261 1.3218 -3.4911 0.00
H 2.8753 0.0344 -1.6782 0.00
C 1.0787 0.3818 -2.9911 -0.04
H 1.7486 -2.3354 -1.1257 0.00
H -0.5750 -2.5292 -2.5380 0.00
C 2.9742 -0.1324 2.0431 0.00
O 2.0056 0.1996 1.0491 0.00
C 0.6941 0.4611 1.5592 0.00
C -0.2282 -0.8168 1.5475 0.00
O -1.6189 -0.4919 1.3791 0.00
C -2.3893 -0.4679 2.6284 0.00
H 3.5846 -0.9388 1.6376 0.00
H 2.4646 -0.4780 2.9470 0.00
H 3.5686 0.7545 2.2888 0.00
H 0.7188 0.7435 2.6228 0.00
H 0.2592 1.3775 1.0412 0.00
H 0.0729 -1.5663 0.7508 0.00
H -0.0465 -1.3041 2.5085 0.00
H -2.8813 -1.4417 2.7952 0.00
H -1.7060 -0.2678 3.4502 0.00
H -3.1203 0.3320 2.5352 0.00
```

As for the charge: +2. The calculation puts the orbital gap (spin up / spin down) at 6.284 / 7.568 eV. The lowest unoccupied orbital energy (spin up / spin down) is -10.19 / -8.99 eV. As for the molecular weight: 340.521 g mol⁻¹. For the largest force on an atom, the calculation gives 3.0 eV Å⁻¹. As for the multiplicity: 8. For the total energy, the calculation gives -1345.92292 Ha. The expectation value of S² is 16.000.

=====

# 3
# H32O16

16 unconnected molecules or ions with the total composition H32O16 at a distorted geometry (the ωB97M-V functional and the def2-TZVPD basis, the Open Molecules 2025 dataset).

```
48
Properties=species:S:1:pos:R:3:nbo_charge:R:1
O -2.0096 -2.8582 -3.3664 -0.94
H -1.7467 -2.3720 -2.5832 0.48
H -1.2277 -3.3375 -3.6482 0.46
O -1.6287 2.4852 1.4442 -0.99
H -2.3939 2.9350 1.7982 0.49
H -0.8278 2.4506 1.9346 0.50
O -0.3557 0.8608 -3.5377 -0.97
H 0.4476 1.2170 -3.1284 0.49
H -0.9989 1.1143 -2.8696 0.47
O 2.4847 1.9929 -3.2462 -0.96
H 3.0603 2.4023 -3.9028 0.47
H 2.9717 2.2229 -2.4417 0.49
O -2.5189 2.4102 -3.5513 -0.95
H -2.5766 1.7320 -4.2154 0.47
H -1.7020 2.8594 -3.7437 0.48
O -0.7421 -2.8332 -0.1213 -0.97
H -1.2927 -2.4853 0.5829 0.49
H -0.1755 -3.4665 0.2943 0.48
O 0.7368 -0.2304 -0.4319 -0.95
H 1.1184 -1.0495 -0.7143 0.47
H -0.2107 -0.2239 -0.5541 0.49
O 3.5308 -1.2967 4.0162 -0.94
H 3.8483 -0.9813 3.1661 0.47
H 3.6725 -2.2475 3.9850 0.47
O -4.1546 -1.7956 3.7631 -0.96
H -4.5103 -1.7766 2.8652 0.48
H -3.9920 -0.8530 3.8819 0.48
O -0.9618 4.1826 -0.9943 -0.96
H -0.8789 3.4544 -0.3709 0.49
H -1.6170 4.7999 -0.6760 0.47
O 0.3205 -2.9629 2.1866 -0.96
H 0.6601 -2.3580 2.8448 0.49
H -0.5500 -3.2238 2.4998 0.48
O -3.1896 -3.4804 1.5347 -0.95
H -3.2634 -4.4252 1.3435 0.47
H -3.5618 -3.4987 2.4199 0.48
O 4.4555 1.5743 -0.9210 -0.97
H 5.0013 1.6273 -1.7073 0.47
H 4.0904 0.6882 -0.8554 0.50
O 3.9645 3.1909 1.8385 -0.92
H 4.6120 2.5416 2.1320 0.46
H 4.5586 3.5447 1.1616 0.46
O 3.6672 -1.1555 -0.5730 -0.94
H 2.8789 -0.9088 -1.0736 0.47
H 3.8004 -2.0602 -0.8806 0.48
O -4.2286 0.2354 1.7429 -0.96
H -3.5350 0.7474 1.3087 0.49
H -5.0300 0.6114 1.3637 0.47
```

As for the charge: 0. The calculation puts the orbital gap at 10.384 eV. The lowest unoccupied orbital energy is 0.00 eV. As for the molecular weight: 288.240 g mol⁻¹. For the largest force on an atom, the calculation gives 2.4 eV Å⁻¹. For the total energy, the calculation gives -1222.97888 Ha.

=====

# 4
# C8H18O4Tl

A molecular structure, C8H18O4Tl at a distorted geometry (the ωB97M-V functional and the def2-TZVPD basis, the Open Molecules 2025 dataset).

```
31
Properties=species:S:1:pos:R:3:lowdin_spin:R:1
C 3.3022 2.5378 0.5282 -0.01
O 2.1846 1.6641 0.3336 -0.11
C 1.4875 1.3361 1.5547 0.05
C 0.2914 0.5006 1.2602 0.37
C -0.8139 1.0243 0.4053 0.06
O -0.4139 1.0395 -0.9874 -0.11
C -1.4910 1.3183 -1.8882 0.00
Tl 1.5035 0.9563 -1.3546 -0.41
H 3.7547 2.7223 -0.4508 -0.01
H 2.9502 3.4833 0.9607 0.00
H 4.0291 2.0560 1.1943 0.00
H 1.1919 2.2872 2.0316 0.01
H 2.1865 0.8036 2.2130 0.00
H 0.0006 -0.2289 2.0148 0.01
H -1.0836 2.0561 0.6831 0.01
H -1.6972 0.3796 0.4862 0.00
H -1.0844 1.3071 -2.9045 -0.01
H -2.2590 0.5415 -1.7818 0.00
H -1.9105 2.3061 -1.6597 0.00
H 0.9828 -1.4551 0.7892 0.02
O -3.4963 -3.1414 -0.3234 0.83
C -2.7344 -2.0880 -0.7089 0.08
C -1.2285 -2.3368 -0.7362 0.06
O -0.7363 -2.5344 0.5734 0.04
C 0.6497 -2.6242 0.6494 0.07
H -2.8938 -1.1818 -0.0642 0.02
H -2.9876 -1.7302 -1.7434 0.00
H -0.7192 -1.4884 -1.2360 0.00
H -1.0077 -3.2410 -1.3373 0.00
H 0.9340 -3.0188 1.6312 0.00
H 1.1086 -3.2507 -0.1325 0.00
```

As for the charge: +2. The calculation puts the orbital gap (spin up / spin down) at 4.514 / 5.661 eV. The lowest unoccupied orbital energy (spin up / spin down) is -11.83 / -10.10 eV. As for the molecular weight: 382.611 g mol⁻¹. For the largest force on an atom, the calculation gives 7.1 eV Å⁻¹. As for the multiplicity: 2. For the total energy, the calculation gives -788.07074 Ha. The expectation value of S² is 1.401.

=====

# 5
# C5H7N

A single C5H7N molecule (the ωB97M-V functional and the def2-TZVPD basis, the Open Molecules 2025 dataset).

```
13
Properties=species:S:1:pos:R:3:nbo_charge:R:1
C -1.6062 1.6042 -1.4200 -0.23
C -0.5852 0.9708 -1.4768 -0.01
C 0.4276 -0.0166 -1.0928 -0.30
N -0.1746 -0.6997 0.0464 -0.38
C -0.0397 -0.0007 1.3079 -0.26
C 0.7204 -1.2489 1.0354 -0.26
H -2.5470 2.0771 -1.2675 0.24
H 0.6191 -0.7474 -1.8863 0.23
H 1.3894 0.4690 -0.8434 0.19
H -0.9149 0.0011 1.9528 0.21
H 0.5233 0.9346 1.3134 0.19
H 0.3962 -2.1920 1.4653 0.21
H 1.7915 -1.1515 0.8656 0.19
```

As for the charge: 0. The calculation puts the orbital gap at 10.593 eV. The lowest unoccupied orbital energy is 1.16 eV. As for the molecular weight: 81.118 g mol⁻¹. The SMILES is C#CCN1CC1. For the largest force on an atom, the calculation gives 0.6 eV Å⁻¹. For the total energy, the calculation gives -249.34439 Ha.

=====

# 6
# C18H36Cl18

9 unconnected molecules or ions with the total composition C18H36Cl18 at a distorted geometry (the ωB97M-V functional and the def2-TZVPD basis, the Open Molecules 2025 dataset).

```
72
Properties=species:S:1:pos:R:3:lowdin_spin:R:1
Cl -17.3433 4.9297 4.8122 0.00
C -16.9011 5.8609 6.2410 0.00
C -16.4094 4.9313 7.3313 0.00
Cl -17.8079 3.8575 7.8256 0.00
H -17.7043 6.4389 6.6981 0.00
H -16.1414 6.5770 5.9275 0.00
H -16.0840 5.4250 8.2470 0.00
H -15.4868 4.4260 7.0457 0.00
Cl -24.5874 13.2966 3.5549 0.00
C -24.1517 11.5795 3.0944 0.00
C -23.1489 11.5305 1.9149 0.00
Cl -21.6099 12.3907 2.2199 0.00
H -25.0952 11.1201 2.7997 0.00
H -23.8444 10.9847 3.9546 0.00
H -23.6292 12.0295 1.0732 0.00
H -22.7742 10.5546 1.6061 0.00
Cl -14.1800 9.1408 2.0534 0.00
C -14.9533 7.7387 2.8859 0.00
C -15.6215 6.7759 1.9450 0.00
Cl -16.6297 7.5385 0.7111 0.00
H -15.6297 8.1012 3.6600 0.00
H -14.1866 7.2144 3.4563 0.00
H -16.0821 5.9380 2.4684 0.00
H -14.9353 6.1524 1.3717 0.00
Cl -21.6601 8.1676 -0.6839 0.44
C -20.5926 9.6247 -0.5047 0.01
C -20.5996 10.4836 -1.7357 0.02
Cl -22.1520 11.3263 -2.0214 0.00
H -19.6173 9.1708 -0.3289 0.00
H -20.9354 10.1946 0.3589 0.00
H -20.3778 9.9733 -2.6730 0.00
H -19.8900 11.2622 -1.4556 0.00
Cl -18.7233 8.2116 4.7999 0.01
C -18.8739 7.7890 3.0734 0.00
C -20.1672 6.9901 2.8433 0.03
Cl -21.4737 8.1808 2.4089 0.44
H -18.1633 6.9823 2.8933 0.00
H -18.8207 8.6255 2.3766 0.00
H -20.4816 6.5221 3.7762 0.01
H -20.1382 6.2601 2.0344 0.01
Cl -21.1509 6.8878 6.6086 0.00
C -21.7666 5.5922 7.6440 0.00
C -22.6913 5.9431 8.8290 0.00
Cl -24.3340 6.2222 8.2673 0.00
H -20.8871 5.0194 7.9378 0.00
H -22.2079 4.8698 6.9572 0.00
H -22.2269 6.7465 9.4008 0.00
H -22.5853 5.0661 9.4676 0.00
Cl -24.1410 3.0213 3.5540 0.00
C -22.6290 2.0037 3.6943 0.00
C -21.3788 2.6750 3.1745 0.00
Cl -20.7323 3.8950 4.4513 0.00
H -22.8872 1.0841 3.1694 0.00
H -22.4209 1.5135 4.6454 0.00
H -21.6324 3.2897 2.3109 0.00
H -20.5968 1.9337 3.0101 0.00
Cl -17.8318 14.1655 5.4625 0.00
C -18.4164 12.7950 4.4593 0.00
C -17.6383 11.5636 4.8474 0.00
Cl -16.0148 11.6020 4.1319 0.00
H -18.2455 13.1091 3.4296 0.00
H -19.4889 12.6257 4.5550 0.00
H -18.0920 10.6567 4.4478 0.00
H -17.5331 11.5492 5.9322 0.00
Cl -25.7569 9.5417 5.6096 0.00
C -24.4221 8.3217 5.2528 0.00
C -24.5508 7.5420 3.9131 0.00
Cl -24.8776 8.5964 2.4937 0.00
H -24.3106 7.7671 6.1846 0.00
H -23.4920 8.8900 5.2414 0.00
H -25.3785 6.8329 3.9256 0.00
H -23.6725 7.0095 3.5482 0.00
```

As for the charge: +1. The calculation puts the orbital gap (spin up / spin down) at 9.810 / 2.818 eV. The lowest unoccupied orbital energy (spin up / spin down) is -2.57 / -9.56 eV. As for the molecular weight: 890.640 g mol⁻¹. For the largest force on an atom, the calculation gives 2.3 eV Å⁻¹. As for the multiplicity: 2. For the total energy, the calculation gives -8990.50962 Ha. The expectation value of S² is 0.755.